No. 1
One molecule with the formula C5H10S, computed with the ωB97M-V functional and the def2-TZVPD basis.

Computed properties:
Energy relative to the best compared isomer or geometry (same formula, charge and spin) = 29.4 kcal/mol
SMILES string = C/C=C(/C)CS

Last column: Löwdin charge in e.
Cartesian coordinates (Å):
C -1.155 -1.708 -0.041  -0.102
C -1.063 -0.219 -0.375  -0.162
C -0.068 0.509 0.028  -0.371
C -0.172 2.023 -0.256  -0.073
C 1.262 0.129 0.756  -0.502
S 2.623 -0.368 -0.385  0.670
H -1.093 -1.923 0.987  0.044
H -2.181 -2.089 -0.306  0.076
H -0.395 -2.229 -0.744  0.101
H -1.916 0.149 -1.001  0.120
H -1.242 2.244 -0.530  0.086
H -0.010 2.630 0.599  0.052
H 0.525 2.336 -1.036  0.075
H 1.507 0.932 1.415  0.054
H 1.113 -0.724 1.444  0.068
H 2.263 -1.693 -0.553  -0.134



No. 2
One molecule with the formula C11H16N4O5, computed with the ωB97M-V functional and the def2-TZVPD basis.

Computed properties:
Energy relative to the best compared isomer or geometry (same formula, charge and spin) = 19.4 kcal/mol
SMILES string = N[C@@H](Cc1c[nH]cn1)C(=O)N[C@@H](CCC(=O)O)C(=O)O

Last column: Löwdin charge in e.
Cartesian coordinates (Å):
N -2.836 0.019 -0.153  0.090
C -1.491 -0.447 -0.054  -0.336
C -1.144 -0.932 1.341  -0.096
C -1.021 0.247 2.226  -0.254
C -1.899 0.703 3.145  -0.034
N -1.293 1.741 3.865  0.065
C -0.049 1.865 3.416  -0.139
N 0.164 1.015 2.391  0.076
C -1.356 -1.614 -1.010  -0.426
O -2.159 -2.537 -0.946  0.061
N -0.281 -1.649 -1.887  0.123
C 0.748 -0.671 -2.236  -0.204
C 2.095 -0.912 -1.472  -0.122
C 2.212 -0.060 -0.243  -0.091
C 1.945 1.436 -0.552  -0.584
O 2.261 1.944 -1.619  0.068
O 1.353 2.088 0.369  0.098
C 0.991 -0.692 -3.770  -0.431
O 0.530 -1.523 -4.487  0.141
O 1.726 0.425 -4.148  0.104
H -3.025 0.862 0.324  0.063
H -3.511 -0.641 0.153  0.077
H -0.837 0.316 -0.432  0.120
H -0.207 -1.633 1.394  0.164
H -1.847 -1.665 1.670  0.115
H -2.930 0.454 3.359  0.126
H -1.677 2.228 4.668  0.161
H 0.701 2.476 3.894  0.137
H -0.284 -2.490 -2.503  0.165
H 0.256 0.298 -2.009  0.154
H 2.992 -0.741 -2.097  0.133
H 2.164 -1.948 -1.221  0.113
H 1.414 -0.282 0.507  0.095
H 3.227 -0.097 0.219  0.145
H 1.042 1.577 1.236  0.069
H 2.025 0.843 -3.336  0.056



no.,E_LUMO (eV),E_tot (eV)
1,0.86,-16181.20167
2,0.15,-27865.64323